ORCA calculation (ωB97M-V/def2-TZVPD) on an isolated molecule of C26H33N5O2.

As for the SMILES: CC(C)N(Cc1cnn(C)c1)C(=O)c1ccc(OC2CCN(Cc3ccccn3)CC2)cc1. The value obtained for the LUMO energy is 0.5 eV. Its molar mass is 447.583 Da. For the largest force on an atom, the calculation gives 0.0173 Eh/bohr. The orbital gap is 8.99 eV. The value obtained for the HOMO energy is -8.484 eV.

The geometry in XYZ format:
```
66
C26H33N5O2 ωB97M-V/def2-TZVPD
O 1.44051 1.56641 0.63405
O -0.54650 -1.71179 -4.37333
N -0.71100 3.37498 3.79325
N 1.12346 -6.14749 -0.74710
N 1.21604 -3.03180 -3.83278
N 1.02050 -5.10183 0.06390
N -2.21748 6.32050 2.61492
C 1.80144 -4.29518 -1.82152
C 1.92215 0.74636 -1.49146
C -4.02548 5.85564 4.65936
C 0.71033 -1.07681 -2.48279
C 0.93486 -3.99869 -4.89752
C 0.39972 -1.96805 -3.64976
C -4.32759 6.74698 3.63967
C 0.54096 -5.26222 1.40569
C -0.43476 -4.64944 -4.71062
C -2.80368 5.20838 4.63886
C 1.12519 0.67854 -0.34553
C -0.09096 -1.13401 -1.35377
C -1.92552 5.47283 3.59082
C 1.41215 2.47911 2.82242
C 1.59185 -5.68349 -1.88913
C 2.27694 -3.36929 -2.89668
C 0.61825 1.68696 1.78465
C -1.46492 2.65846 2.78245
C -3.38474 6.94120 2.64387
C 1.71538 -0.11619 -2.54591
C 0.54376 2.70624 4.06710
C 1.41737 -3.96408 -0.53704
C -0.68861 2.42359 1.48013
C 0.11288 -0.27392 -0.28743
C 1.05723 -3.33570 -6.26873
C -0.58247 4.79752 3.52004
H 0.26282 -6.30614 1.53403
H -1.74745 1.69124 3.21315
H 0.29564 -2.56984 -6.37734
H -0.58713 -5.41063 -5.47136
H -2.37911 3.21676 2.57228
H 1.09678 3.28893 4.80687
H 1.40864 -3.01852 -0.03365
H -0.33068 -4.62896 1.58002
H 2.03736 -2.87659 -6.38137
H 1.70283 -4.77545 -4.81476
H 0.92680 -4.07945 -7.05044
H -0.50121 -5.11548 -3.72952
H -2.52104 4.50132 5.40228
H 3.09009 -3.83730 -3.46038
H 1.70754 3.43340 2.38497
H -0.13645 5.03112 2.54297
H -0.44986 3.37780 1.00746
H -1.30219 1.85303 0.78196
H -1.21480 -3.89944 -4.80007
H 2.31867 1.93499 3.08951
H 1.76796 -6.35056 -2.70923
H -3.56750 7.62231 1.82264
H 2.69751 1.49532 -1.52850
H 2.33142 -0.04110 -3.43049
H 1.31833 -5.00362 2.12770
H 0.06122 5.22524 4.29580
H 0.39846 0.68933 2.19639
H -0.88858 -1.86120 -1.30646
H -0.52966 -0.35696 0.57545
H -4.73212 5.67209 5.45630
H 0.30103 1.73535 4.51369
H -5.26881 7.27387 3.61816
H 2.65624 -2.45457 -2.43815
```

Results of the Löwdin charge analysis, in e, for atoms 1 through 6: number 1, O, carries -0.012; number 2, O, carries 0.070; number 3, N, carries -0.174; number 4, N, carries 0.073; number 5, N, carries -0.011; number 6, N, carries -0.217